w) 12 unconnected molecules or ions with the total composition C15H54O12, computed with ωB97M-V/def2-TZVPD.

Values from the calculation:
gap between HOMO and LUMO = 9.847 eV
SMILES = CCO.CCO.CCO.CO.CO.CO.CO.CO.CO.CO.CO.CO

Geometry (Å):
1 C 12.103 3.636 -26.849
2 C 11.063 2.720 -27.370
3 O 10.106 3.566 -27.924
4 H 11.775 4.484 -26.203
5 H 12.682 4.045 -27.675
6 H 12.917 3.213 -26.365
7 H 10.645 2.085 -26.577
8 H 11.307 1.986 -28.174
9 H 9.261 3.262 -27.763
10 C 10.553 9.966 -24.585
11 C 11.597 9.833 -23.505
12 O 11.006 10.376 -22.328
13 H 10.822 9.706 -25.556
14 H 10.089 10.946 -24.598
15 H 9.637 9.395 -24.408
16 H 12.511 10.288 -23.739
17 H 11.820 8.709 -23.535
18 H 10.141 10.141 -22.413
19 C 11.612 9.259 -29.408
20 C 10.265 9.711 -28.904
21 O 9.504 8.783 -28.104
22 H 12.244 9.197 -28.481
23 H 12.099 9.947 -30.092
24 H 11.508 8.335 -29.803
25 H 9.666 9.972 -29.759
26 H 10.403 10.599 -28.322
27 H 9.323 8.046 -28.733
28 C 9.070 6.019 -26.182
29 O 8.718 7.291 -25.716
30 H 10.135 5.860 -26.256
31 H 8.788 5.820 -27.221
32 H 8.754 5.332 -25.389
33 H 8.861 7.806 -26.485
34 C 7.824 7.651 -30.734
35 O 8.166 7.044 -29.510
36 H 8.246 7.116 -31.554
37 H 8.192 8.717 -30.707
38 H 6.757 7.659 -31.015
39 H 8.431 6.133 -29.588
40 C 5.763 5.684 -24.203
41 O 6.447 6.914 -24.071
42 H 5.578 5.590 -25.304
43 H 4.862 5.481 -23.700
44 H 6.420 4.866 -23.871
45 H 7.107 6.930 -24.778
46 C 12.182 7.199 -26.303
47 O 12.733 6.562 -27.442
48 H 11.305 7.693 -26.567
49 H 12.882 7.952 -25.897
50 H 11.887 6.525 -25.473
51 H 12.037 6.246 -28.091
52 C 10.422 6.263 -22.932
53 O 10.252 5.439 -21.801
54 H 9.672 6.105 -23.665
55 H 11.379 6.069 -23.294
56 H 10.221 7.250 -22.518
57 H 10.561 5.845 -20.986
58 C 9.156 3.000 -24.194
59 O 8.488 3.558 -23.117
60 H 9.807 3.656 -24.710
61 H 8.478 2.585 -24.995
62 H 9.890 2.247 -23.840
63 H 9.047 4.208 -22.694
64 C 6.459 3.518 -26.855
65 O 7.551 2.667 -27.068
66 H 6.706 4.515 -27.126
67 H 6.359 3.539 -25.816
68 H 5.562 3.128 -27.340
69 H 7.457 1.802 -26.709
70 C 5.845 8.827 -26.486
71 O 6.222 8.764 -27.872
72 H 5.198 8.060 -26.205
73 H 5.401 9.727 -26.272
74 H 6.639 8.960 -25.704
75 H 6.946 8.207 -27.887
76 C 11.174 5.184 -30.436
77 O 10.869 5.789 -29.209
78 H 11.723 5.853 -30.992
79 H 10.212 4.912 -30.900
80 H 11.620 4.143 -30.301
81 H 10.501 5.007 -28.679

Results of the Löwdin charge analysis, in e, for atoms 1 through 2: number 1, C, carries -0.066; number 2, C, carries -0.280


x) 12 unconnected molecules or ions with the total composition C15H54O12, computed with ωB97M-V/def2-TZVPD.

Values from the calculation:
gap between HOMO and LUMO = 9.802 eV
SMILES = CCO.CCO.CCO.CO.CO.CO.CO.CO.CO.CO.CO.CO

Geometry (Å):
1 C 12.529 9.433 5.056
2 O 11.362 10.237 4.958
3 H 12.984 9.324 4.120
4 H 13.179 9.922 5.756
5 H 12.373 8.456 5.490
6 H 11.595 11.070 5.371
7 C 15.686 10.206 7.907
8 O 14.783 10.950 8.565
9 H 16.664 10.294 8.383
10 H 15.399 9.114 8.011
11 H 15.811 10.577 6.841
12 H 15.137 11.360 9.372
13 C 7.382 10.992 10.145
14 O 7.629 9.642 10.218
15 H 6.451 11.180 9.619
16 H 7.304 11.395 11.112
17 H 8.245 11.539 9.724
18 H 8.361 9.433 9.634
19 C 14.244 13.033 11.525
20 O 14.460 11.669 11.180
21 H 13.158 13.165 11.532
22 H 14.731 13.393 12.406
23 H 14.653 13.564 10.669
24 H 13.874 11.159 11.797
25 C 5.232 7.264 9.654
26 O 5.242 6.960 8.247
27 H 6.084 7.839 9.873
28 H 4.375 7.841 9.831
29 H 5.209 6.386 10.295
30 H 6.133 6.757 8.093
31 C 12.792 5.948 9.077
32 O 11.950 7.049 9.329
33 H 12.671 5.568 8.072
34 H 13.823 6.190 9.320
35 H 12.460 5.140 9.757
36 H 11.540 7.398 8.507
37 C 14.179 8.031 11.840
38 O 12.845 8.173 11.608
39 H 14.607 7.296 11.235
40 H 14.748 8.971 11.627
41 H 14.348 7.876 12.904
42 H 12.505 8.078 10.714
43 C 10.653 10.942 8.446
44 O 9.922 9.737 8.541
45 H 10.037 11.757 8.076
46 H 10.956 11.314 9.485
47 H 11.545 10.779 7.874
48 H 9.918 9.277 7.663
49 C 8.179 10.006 6.071
50 O 9.246 9.029 6.013
51 H 7.399 9.708 6.751
52 H 8.627 10.969 6.221
53 H 7.660 9.982 5.134
54 H 9.972 9.485 5.478
55 C 9.766 6.599 13.423
56 C 9.440 7.775 12.504
57 O 8.100 8.075 12.364
58 H 9.339 6.795 14.408
59 H 10.841 6.521 13.392
60 H 9.463 5.604 13.083
61 H 9.860 7.503 11.529
62 H 10.078 8.580 12.957
63 H 8.014 8.701 11.650
64 C 11.642 10.974 14.834
65 C 11.338 11.320 13.436
66 O 12.324 10.790 12.559
67 H 11.439 9.909 15.051
68 H 11.115 11.665 15.446
69 H 12.695 11.054 15.004
70 H 11.288 12.429 13.214
71 H 10.379 10.833 13.139
72 H 12.094 9.931 12.171
73 C 11.871 14.677 7.087
74 C 12.914 13.674 6.556
75 O 12.487 12.943 5.382
76 H 12.257 15.174 7.981
77 H 11.034 14.198 7.509
78 H 11.561 15.378 6.312
79 H 13.072 12.857 7.286
80 H 13.768 14.267 6.391
81 H 12.077 13.562 4.773

Results of the Löwdin charge analysis, in e, for atoms 1 through 2: number 1, C, carries -0.097; number 2, O, carries -0.125


Structures ranked by computed energy, the most stable listed first: x), w).